A structure of composition ArH28O14, computed with ωB97M-V with the def2-TZVPD basis set.

Last column: natural (NBO) charge in e.
Element x y z (Å)
Ar1 -0.007 0.040 -0.131  0.000
O1 2.611 -1.124 1.373  -0.962
H1 2.409 -2.013 1.079  0.495
H2 3.413 -0.893 0.904  0.487
O2 2.355 1.438 2.127  -0.980
H3 2.307 0.578 1.708  0.478
H4 1.441 1.709 2.222  0.486
O3 -0.983 3.326 0.199  -0.979
H5 -1.534 3.642 -0.517  0.482
H6 -0.169 3.055 -0.226  0.510
O4 -2.425 -3.221 -0.736  -0.978
H7 -1.679 -3.231 -1.335  0.467
H8 -2.045 -3.400 0.124  0.499
O5 1.025 -1.701 -3.061  -0.968
H9 1.858 -1.933 -3.470  0.479
H10 0.414 -1.615 -3.793  0.502
O6 -0.021 -0.840 3.030  -0.972
H11 -0.173 0.100 3.120  0.499
H12 0.751 -0.906 2.469  0.469
O7 2.156 1.014 -2.212  -0.967
H13 3.045 1.084 -2.558  0.479
H14 1.995 0.072 -2.152  0.496
O8 2.020 3.143 -0.274  -0.990
H15 2.189 2.392 -0.844  0.484
H16 2.229 2.828 0.605  0.492
O9 -2.886 1.563 1.234  -0.965
H17 -3.220 2.214 1.850  0.475
H18 -2.253 2.041 0.698  0.488
O10 -0.349 2.170 3.021  -0.971
H19 -0.233 2.887 3.645  0.486
H20 -0.922 2.530 2.345  0.497
O11 -1.499 -3.018 1.986  -0.968
H21 -2.133 -2.528 2.509  0.487
H22 -0.647 -2.675 2.258  0.487
O12 -4.163 -0.725 0.516  -0.979
H23 -3.653 0.083 0.586  0.482
H24 -3.531 -1.383 0.228  0.478
O13 0.461 -3.942 -1.454  -0.956
H25 0.762 -3.059 -1.669  0.483
H26 0.232 -4.329 -2.299  0.468
O14 0.061 1.278 -4.548  -0.953
H27 0.347 1.280 -3.635  0.481
H28 0.447 2.070 -4.922  0.470

Results
Total charge: 0


A structure of composition C12H38O7 at a distorted geometry, computed with ωB97M-V with the def2-TZVPD basis set.

Last column: natural (NBO) charge in e.
Element x y z (Å)
O1 -0.112 -0.142 -0.470  -0.935
H1 -0.631 0.565 -0.088  0.439
H2 0.498 0.300 -1.061  0.503
C1 2.433 -0.637 0.354  -0.668
C2 3.818 -0.359 -0.010  -0.059
O2 4.201 -0.969 -1.237  -0.725
H3 1.738 -0.468 -0.468  0.206
H4 2.034 -0.120 1.227  0.271
H5 2.389 -1.717 0.493  0.215
H6 4.417 -0.582 0.873  0.166
H7 3.783 0.721 -0.152  0.098
H8 5.069 -0.639 -1.483  0.464
C3 -2.253 -1.970 -0.080  -0.611
C4 -2.742 -1.321 -1.380  -0.083
O3 -1.638 -1.005 -2.245  -0.800
H9 -2.985 -2.283 0.665  0.209
H10 -1.718 -1.216 0.497  0.206
H11 -1.537 -2.765 -0.288  0.206
H12 -3.224 -0.390 -1.082  0.136
H13 -3.459 -1.934 -1.924  0.185
H14 -1.134 -0.359 -1.745  0.498
C5 1.364 1.581 1.347  -0.732
C6 0.612 0.840 2.461  -0.073
O4 1.085 -0.420 2.724  -0.765
H15 1.022 2.609 1.222  0.163
H16 1.156 1.213 0.342  0.258
H17 2.439 1.593 1.529  0.223
H18 -0.476 0.859 2.405  0.149
H19 0.836 1.510 3.292  0.165
H20 0.847 -1.004 2.000  0.472
C7 -0.305 -2.579 2.923  -0.661
C8 -0.637 -2.065 1.535  -0.064
O5 0.412 -1.339 0.940  -0.757
H21 -0.926 -3.331 3.410  0.205
H22 -0.168 -1.802 3.676  0.238
H23 0.595 -3.189 2.841  0.201
H24 -1.468 -1.392 1.749  0.139
H25 -0.788 -2.907 0.859  0.179
H26 0.044 -0.936 0.150  0.455
C9 -3.250 2.400 -0.344  -0.636
C10 -1.975 1.586 -0.736  -0.108
O6 -1.171 1.310 0.374  -0.630
H27 -3.052 3.327 0.195  0.216
H28 -3.863 1.817 0.344  0.219
H29 -3.770 2.610 -1.278  0.223
H30 -1.486 2.159 -1.523  0.169
H31 -2.096 0.611 -1.209  0.220
H32 -0.734 2.140 0.576  0.514
C11 0.154 0.551 -2.978  -0.680
C12 1.007 1.588 -2.373  -0.073
O7 1.421 1.122 -1.165  -0.722
H33 0.089 0.706 -4.055  0.234
H34 -0.883 0.552 -2.645  0.224
H35 0.495 -0.476 -2.847  0.252
H36 0.530 2.540 -2.139  0.154
H37 1.849 1.786 -3.036  0.185
H38 2.143 1.722 -0.962  0.523

Results
Total charge: 0


A structure of composition C60H68N6O2PS2SbSi3Ti at a distorted geometry, computed with ωB97M-V with the def2-TZVPD basis set.

Last column: Löwdin charge in e.
Element x y z (Å)
Ti1 -0.722 -1.215 -0.234  0.584
N1 -1.331 -8.190 -3.351  0.108
C1 -0.672 -7.190 -2.669  -0.338
C2 0.246 -6.364 -3.328  -0.032
C3 0.918 -5.371 -2.643  -0.059
C4 0.690 -5.183 -1.287  -0.272
C5 -0.186 -6.022 -0.615  -0.054
C6 -0.860 -7.018 -1.297  -0.032
S1 1.476 -3.872 -0.387  0.616
O1 0.966 -3.948 0.957  -0.334
O2 2.890 -3.923 -0.601  -0.266
N2 0.811 -2.504 -0.972  -0.186
C7 1.174 -1.978 -2.179  -0.501
N3 0.426 -0.896 -2.492  -0.018
C8 0.821 -0.159 -3.522  -0.118
C9 1.912 -0.520 -4.295  -0.036
C10 2.490 -1.744 -3.996  -0.104
N4 2.129 -2.482 -2.956  0.137
H1 -1.379 -8.123 -4.353  0.090
H2 -2.136 -8.605 -2.915  0.089
H3 0.440 -6.517 -4.382  0.111
H4 1.643 -4.753 -3.149  0.097
H5 -0.332 -5.894 0.448  0.099
H6 -1.532 -7.677 -0.762  0.114
H7 0.248 0.733 -3.740  0.093
H8 2.244 0.091 -5.119  0.098
H9 3.270 -2.162 -4.624  0.114
C11 -3.164 0.537 3.981  -0.180
Si1 -2.254 0.694 2.320  0.406
C12 -0.741 1.742 2.737  -0.205
C13 -3.429 1.777 1.320  -0.176
C14 -1.967 -1.023 1.532  -0.558
Si2 -1.118 -2.204 2.763  0.421
C15 0.718 -1.759 2.794  -0.208
C16 -1.472 -4.021 2.353  -0.183
C17 -1.610 -2.119 4.586  -0.175
Si3 -3.560 -1.771 0.926  0.476
C18 -4.735 -0.734 -0.135  -0.156
C19 -4.672 -2.623 2.187  -0.154
C20 -3.055 -2.999 -0.484  -0.280
C21 -3.730 -4.160 -0.849  -0.048
C22 -3.483 -4.762 -2.072  -0.044
C23 -2.587 -4.165 -2.952  -0.044
C24 -1.929 -3.030 -2.539  -0.116
N5 -2.136 -2.478 -1.329  -0.039
H10 -3.699 1.474 4.147  0.033
H11 -2.487 0.394 4.820  0.016
H12 -3.896 -0.269 4.012  0.015
H13 -1.089 2.545 3.392  0.038
H14 -0.272 2.175 1.858  -0.032
H15 0.025 1.185 3.280  0.006
H16 -3.398 2.774 1.765  0.035
H17 -4.457 1.430 1.383  0.020
H18 -3.165 1.865 0.273  -0.016
H19 1.166 -1.536 1.823  -0.041
H20 1.293 -2.585 3.216  0.046
H21 0.849 -0.873 3.419  0.018
H22 -1.554 -4.258 1.296  -0.002
H23 -2.393 -4.336 2.843  0.024
H24 -0.652 -4.623 2.746  0.041
H25 -1.224 -1.235 5.090  0.024
H26 -1.155 -2.998 5.048  0.040
H27 -2.683 -2.163 4.765  0.025
H28 -5.450 -0.170 0.463  0.033
H29 -5.302 -1.417 -0.773  0.042
H30 -4.209 -0.032 -0.776  0.004
H31 -5.192 -1.847 2.749  0.032
H32 -4.147 -3.247 2.902  0.010
H33 -5.434 -3.231 1.697  0.032
H34 -4.453 -4.581 -0.164  0.108
H35 -3.996 -5.673 -2.350  0.112
H36 -2.387 -4.575 -3.930  0.111
H37 -1.206 -2.541 -3.175  0.105
N6 -2.218 0.613 -2.315  0.101
C25 -3.174 1.583 -2.629  -0.355
C26 -4.318 1.215 -3.331  -0.049
C27 -5.326 2.134 -3.567  -0.086
C28 -5.204 3.437 -3.102  -0.090
C29 -4.050 3.817 -2.438  -0.079
C30 -3.012 2.921 -2.209  -0.327
P1 -1.458 3.358 -1.341  1.092
C31 -0.280 3.400 -2.753  -0.386
C32 1.063 3.608 -2.435  -0.101
C33 2.026 3.660 -3.426  -0.075
C34 1.668 3.481 -4.756  -0.093
C35 0.340 3.257 -5.085  -0.093
C36 -0.629 3.219 -4.090  -0.106
C37 -1.642 5.144 -1.024  -0.383
C38 -1.663 6.117 -2.022  -0.095
C39 -1.803 7.454 -1.695  -0.080
C40 -1.919 7.835 -0.365  -0.087
C41 -1.888 6.877 0.635  -0.082
C42 -1.747 5.538 0.305  -0.097
H38 -1.272 0.941 -2.157  -0.021
H39 -2.230 -0.181 -2.941  0.079
H40 -4.421 0.192 -3.674  0.111
H41 -6.207 1.831 -4.116  0.101
H42 -5.995 4.156 -3.265  0.099
H43 -3.949 4.838 -2.090  0.098
H44 1.358 3.717 -1.397  0.102
H45 3.060 3.841 -3.156  0.092
H46 2.422 3.520 -5.531  0.102
H47 0.050 3.123 -6.119  0.103
H48 -1.666 3.060 -4.363  0.106
H49 -1.562 5.823 -3.060  0.109
H50 -1.820 8.202 -2.477  0.103
H51 -2.027 8.881 -0.109  0.101
H52 -1.967 7.172 1.673  0.103
H53 -1.711 4.787 1.085  0.089
S2 0.418 0.566 -0.137  0.265
Sb1 3.244 0.772 1.828  1.510
C43 3.428 1.026 3.950  -0.389
C44 2.711 2.059 4.552  -0.166
C45 2.657 2.182 5.932  -0.093
C46 3.308 1.259 6.735  -0.098
C47 4.024 0.226 6.149  -0.089
C48 4.081 0.111 4.767  -0.117
C49 4.954 -0.483 1.553  -0.382
C50 6.161 -0.057 1.016  -0.118
C51 7.201 -0.954 0.821  -0.092
C52 7.044 -2.290 1.159  -0.093
C53 5.839 -2.727 1.690  -0.084
C54 4.803 -1.828 1.877  -0.155
C55 4.201 2.599 1.236  -0.391
C56 4.709 3.549 2.110  -0.117
C57 5.351 4.682 1.630  -0.088
C58 5.506 4.873 0.267  -0.095
C59 5.006 3.928 -0.618  -0.101
C60 4.348 2.808 -0.134  -0.162
H54 2.177 2.778 3.940  0.095
H55 2.099 2.994 6.380  0.100
H56 3.252 1.340 7.812  0.099
H57 4.543 -0.493 6.769  0.101
H58 4.653 -0.697 4.327  0.086
H59 6.303 0.985 0.752  0.089
H60 8.138 -0.607 0.403  0.099
H61 7.853 -2.990 0.997  0.098
H62 5.700 -3.770 1.943  0.105
H63 3.854 -2.194 2.258  0.090
H64 4.620 3.405 3.180  0.088
H65 5.742 5.413 2.327  0.101
H66 6.013 5.753 -0.106  0.099
H67 5.138 4.063 -1.685  0.093
H68 3.944 2.086 -0.838  0.093

Results
Total charge: 0


A structure of composition C35H35CoN5O4SSe, computed with ωB97M-V with the def2-TZVPD basis set.

Last column: Löwdin charge in e.
Element x y z (Å)
Co1 -1.084 -0.629 -0.754  0.314
O1 3.127 -0.863 -3.948  0.073
C1 2.096 -0.634 -4.775  -0.257
C2 2.389 -0.552 -6.138  -0.003
C3 1.389 -0.318 -7.054  -0.058
C4 0.062 -0.158 -6.645  -0.075
C5 -0.236 -0.240 -5.307  -0.013
C6 0.763 -0.480 -4.350  -0.071
C7 0.371 -0.565 -2.948  -0.372
O2 -0.866 -0.463 -2.631  -0.133
N1 1.319 -0.762 -2.019  0.111
N2 0.750 -0.811 -0.812  -0.116
C8 1.388 -0.964 0.288  -0.015
C9 0.536 -0.933 1.460  -0.236
C10 1.016 -1.017 2.762  0.007
C11 0.124 -0.931 3.812  -0.032
C12 -1.225 -0.745 3.538  -0.022
C13 -1.633 -0.666 2.220  -0.081
N3 -0.784 -0.788 1.196  0.037
H1 2.797 -0.869 -3.027  0.067
H2 3.419 -0.673 -6.444  0.123
H3 1.638 -0.255 -8.106  0.112
H4 -0.717 0.029 -7.370  0.106
H5 -1.254 -0.120 -4.961  0.110
H6 2.465 -1.062 0.322  0.149
H7 2.077 -1.133 2.930  0.128
H8 0.475 -0.988 4.834  0.122
H9 -1.955 -0.645 4.329  0.119
H10 -2.667 -0.500 1.970  0.100
C14 -1.989 10.262 0.996  -0.074
C15 -1.833 8.776 0.813  -0.738
O3 -2.730 7.984 0.861  0.042
S1 -0.119 8.307 0.522  1.014
C16 -0.303 6.562 0.290  -0.536
C17 -0.001 6.003 -0.945  -0.085
C18 -0.122 4.636 -1.137  -0.025
C19 -0.561 3.816 -0.098  -0.249
C20 -0.864 4.389 1.139  -0.026
C21 -0.728 5.750 1.335  -0.085
C22 -0.708 2.402 -0.302  -0.048
C23 -0.860 1.218 -0.493  0.000
H11 -2.954 10.466 1.454  0.088
H12 -1.944 10.743 0.018  0.089
H13 -1.183 10.667 1.607  0.075
H14 0.324 6.640 -1.757  0.107
H15 0.115 4.198 -2.097  0.118
H16 -1.208 3.756 1.947  0.113
H17 -0.962 6.190 2.295  0.114
C24 1.183 -5.191 -1.663  -0.004
N4 0.714 -4.821 -0.338  -0.056
C25 -0.264 -3.942 -0.056  -0.621
Se1 -1.290 -3.036 -1.313  0.966
N5 -0.372 -3.874 1.286  0.140
C26 0.544 -4.725 1.891  -0.170
C27 0.824 -5.003 3.220  -0.003
C28 1.824 -5.929 3.461  -0.065
C29 2.517 -6.548 2.414  -0.061
C30 2.234 -6.267 1.089  0.010
C31 1.233 -5.337 0.851  -0.149
H18 0.834 -4.450 -2.377  0.056
H19 0.800 -6.172 -1.938  0.110
H20 2.271 -5.207 -1.661  0.102
H21 -1.065 -3.312 1.751  0.141
H22 0.282 -4.530 4.028  0.116
H23 2.074 -6.184 4.481  0.112
H24 3.289 -7.268 2.648  0.113
H25 2.768 -6.751 0.283  0.119
C32 -4.132 -0.033 -3.212  -0.045
C33 -3.433 0.631 -2.051  -0.222
O4 -3.087 -0.371 -1.045  -0.286
C34 -4.173 -0.575 -0.126  -0.237
C35 -4.265 -2.003 0.360  -0.081
H26 -4.382 0.718 -3.963  0.092
H27 -5.059 -0.523 -2.909  0.080
H28 -3.476 -0.775 -3.667  0.077
H29 -4.049 1.390 -1.565  0.134
H30 -2.504 1.100 -2.353  0.095
H31 -5.094 -0.328 -0.655  0.124
H32 -4.075 0.150 0.689  0.121
H33 -4.440 -2.682 -0.473  0.079
H34 -5.101 -2.080 1.057  0.094
H35 -3.363 -2.342 0.866  0.029

Results
Total charge: +1


Going through the records in order, we get DFT total energy values of -1597.68012, -1005.97705, -5902.26644, -6111.65069 Eh.
Going through the records in order, we get energy relative to the best compared isomer or geometry (same formula, charge and spin) values of 0.731, 19.168, 0.000, 0.091 eV.
Going through the records in order, we get Kohn-Sham gap values of 9.2, 8.5, 6.9, 6.5 eV.